1.
DFT (the ωB97M-V functional and the def2-TZVPD basis) results for a 3-piece molecular cluster, C2H11N3O overall at a distorted geometry.

Each line ends with the natural charge from an NBO analysis.
Positions of all 17 atoms, in Å:
H (1.75065, 1.20558, -1.59414)  0.366
N (1.29340, 0.32281, -1.41967)  -0.751
C (1.81725, -0.33501, -0.38963)  0.294
N (1.40081, -1.62828, -0.19267)  -0.789
H (2.85195, -0.15711, -0.08033)  0.191
H (0.40497, -1.74379, -0.32919)  0.440
H (1.99402, -2.25061, 0.32972)  0.401
C (-2.28528, 0.17051, -0.18951)  -0.222
O (-0.96160, -0.16258, -0.44718)  -0.880
H (-2.42650, 1.23834, 0.03419)  0.146
H (-2.64399, -0.41735, 0.66170)  0.163
H (-2.92420, -0.08540, -1.04588)  0.156
H (-0.15911, 0.33321, -1.16720)  0.499
N (0.17727, 0.97492, 1.59969)  -1.095
H (0.49729, 0.30173, 0.74284)  0.376
H (-0.35334, 1.76778, 1.25584)  0.353
H (-0.43358, 0.46525, 2.23143)  0.353

## Properties
**Energy relative to the best compared isomer or geometry (same formula, charge and spin)**: 1.990 eV
**HOMO level**: -8.388 eV
**Gap between HOMO and LUMO**: 9.2 eV
**Structure (SMILES)**: [H]/N=C/N.CO.N

=====

2.
DFT (the ωB97M-V functional and the def2-TZVPD basis) results for a 3-piece molecular cluster, C2H11N3O2 overall at a distorted geometry.

Each line ends with the natural charge from an NBO analysis.
Positions of all 18 atoms, in Å:
H (1.39331, 1.52690, -1.29605)  0.360
N (0.61742, 0.95598, -0.93997)  -0.816
C (0.79412, -0.25897, -0.57839)  0.586
N (2.02328, -0.82512, -0.29741)  -0.842
N (-0.32756, -1.10886, -0.41741)  -0.601
C (-1.40534, -0.51486, 0.37739)  -0.438
H (2.14727, -1.79942, -0.54097)  0.385
H (2.83963, -0.31914, -0.59466)  0.390
H (0.03476, -1.83526, 0.21331)  0.355
H (-1.95709, -1.24757, 0.99005)  0.206
H (-1.06406, 0.17757, 1.15692)  0.186
H (-2.12620, 0.04796, -0.22475)  0.231
O (0.69070, -0.16151, 3.36433)  -0.926
H (1.05952, 0.72279, 3.48715)  0.465
H (0.86972, -0.23266, 2.41595)  0.462
O (-2.20878, 1.57795, -2.04481)  -0.968
H (-1.30228, 1.23825, -2.00654)  0.497
H (-2.31955, 2.22637, -1.34965)  0.467

## Properties
**Energy relative to the best compared isomer or geometry (same formula, charge and spin)**: 0.850 eV
**HOMO level**: -9.801 eV
**Gap between HOMO and LUMO**: 10.3 eV
**Structure (SMILES)**: [H]/N=C(\N)NC.O.O

=====

3.
DFT (the ωB97M-V functional and the def2-TZVPD basis) results for a 2-piece molecular cluster, C2H11N4 overall at a distorted geometry.

Each line ends with the natural charge from an NBO analysis.
Positions of all 17 atoms, in Å:
C (0.51433, 1.16829, 0.17521)  -0.303
C (-0.10454, -0.17422, -0.02424)  0.118
N (1.95213, 1.20847, -0.08244)  -0.848
N (-2.97658, -0.25865, -0.09069)  -1.078
N (0.55289, -1.28017, -0.03203)  -0.220
N (1.88752, -1.41995, -0.03989)  -0.639
H (0.34545, 1.41885, 1.23307)  0.251
H (-0.06268, 1.90168, -0.40625)  0.228
H (-1.21165, -0.22417, -0.08131)  0.290
H (2.38770, 1.98125, 0.40736)  0.399
H (2.14072, 1.33796, -1.07260)  0.386
H (-3.40478, -1.09349, 0.29584)  0.384
H (-3.33100, -0.16200, -1.03697)  0.384
H (0.02975, -2.15302, -0.13563)  0.430
H (-3.34536, 0.52672, 0.43772)  0.384
H (2.26594, -2.26835, 0.35093)  0.403
H (2.36014, -0.50920, 0.10193)  0.432

## Properties
**Energy relative to the best compared isomer or geometry (same formula, charge and spin)**: 2.431 eV
**Net charge**: +1
**HOMO level**: -13.662 eV
**Gap between HOMO and LUMO**: 10.3 eV

=====

4.
DFT (the ωB97M-V functional and the def2-TZVPD basis) results for a 3-piece molecular cluster, C2H11N4 overall at a distorted geometry.

Each line ends with the natural charge from an NBO analysis.
Positions of all 17 atoms, in Å:
C (-2.51410, 0.61055, -0.11977)  0.003
C (1.36418, 1.49992, 0.45087)  0.384
N (-1.92908, 0.03166, -1.07487)  -0.680
N (1.03882, -1.84559, 0.02937)  -1.059
N (0.35913, 1.71881, -0.43421)  -0.747
N (1.61801, 0.37520, 1.12077)  -0.748
H (-3.53963, 0.48711, 0.26086)  0.188
H (-1.90875, 1.29646, 0.44803)  0.149
H (-2.60105, -0.36332, -1.78231)  0.385
H (1.79242, 2.51396, 0.65414)  0.220
H (0.86878, -2.64288, 0.73397)  0.411
H (1.90676, -1.83934, -0.41429)  0.391
H (-0.35245, 1.02401, -0.73331)  0.442
H (0.33135, 2.62700, -0.80997)  0.417
H (0.28870, -1.66874, -0.48721)  0.383
H (1.28281, -0.50347, 0.71321)  0.417
H (2.39355, 0.24003, 1.88183)  0.444

## Properties
**Energy relative to the best compared isomer or geometry (same formula, charge and spin)**: 2.249 eV
**Net charge**: +1
**HOMO level**: -14.300 eV
**Gap between HOMO and LUMO**: 11.3 eV

=====

5.
DFT (the ωB97M-V functional and the def2-TZVPD basis) results for a 2-piece molecular cluster, C2H11N4 overall at a distorted geometry.

Each line ends with the natural charge from an NBO analysis.
Positions of all 17 atoms, in Å:
C (-1.25016, -1.08317, 0.46627)  -0.654
C (-0.02005, -0.32329, -0.11194)  0.601
N (-1.13030, 1.49353, -0.10927)  -1.001
N (0.27935, -0.36801, -1.38121)  -0.789
N (1.03762, -0.29281, 0.70212)  -0.445
N (2.35772, 0.04784, 0.25122)  -0.671
H (-2.08922, -1.13246, -0.23962)  0.245
H (-1.56952, -0.53625, 1.40267)  0.244
H (-0.89642, -2.08966, 0.69571)  0.249
H (-0.71781, 2.34110, 0.30364)  0.401
H (-2.15936, 1.48201, 0.14561)  0.391
H (1.23978, -0.01569, -1.61325)  0.436
H (-0.36494, -0.56181, -2.12329)  0.422
H (0.77393, -0.56784, 1.70502)  0.405
H (2.89702, -0.80055, 0.14386)  0.383
H (-1.26828, 1.65823, -1.07052)  0.378
H (2.88063, 0.74884, 0.83298)  0.403

## Properties
**Energy relative to the best compared isomer or geometry (same formula, charge and spin)**: 2.136 eV
**Net charge**: +1
**HOMO level**: -14.437 eV
**Gap between HOMO and LUMO**: 11.6 eV

=====

6.
DFT (the ωB97M-V functional and the def2-TZVPD basis) results for C2H11N4 as an isolated structure at a distorted geometry.

Each line ends with the natural charge from an NBO analysis.
Positions of all 17 atoms, in Å:
C (-1.14054, -0.10483, -0.46052)  0.039
C (0.86635, -0.30605, -0.51591)  0.173
N (-1.89436, -0.81790, 0.47296)  -0.870
N (-1.30621, 1.39958, -0.15324)  -0.714
N (1.43649, -1.52568, -0.13744)  -0.816
N (1.26420, 0.72060, 0.37887)  -0.907
H (-1.44830, -0.31349, -1.53100)  0.214
H (1.11741, -0.02437, -1.50239)  0.204
H (-1.41552, -1.16505, 1.34100)  0.382
H (-2.42214, -1.60479, 0.23116)  0.406
H (-1.91227, 1.42300, 0.60781)  0.435
H (-1.64829, 1.81296, -0.96086)  0.429
H (1.23000, -1.91548, 0.84760)  0.385
H (1.44192, -2.20104, -0.80885)  0.387
H (-0.36096, 1.68931, 0.14002)  0.461
H (1.36059, 0.40451, 1.35768)  0.377
H (2.22376, 1.15151, 0.39983)  0.416

## Properties
**Energy relative to the best compared isomer or geometry (same formula, charge and spin)**: 2.967 eV
**Net charge**: +1
**HOMO level**: -12.858 eV
**Gap between HOMO and LUMO**: 10.0 eV

=====

7.
DFT (the ωB97M-V functional and the def2-TZVPD basis) results for a 2-piece molecular cluster, C2H11N5 overall at a distorted geometry.

Each line ends with the natural charge from an NBO analysis.
Positions of all 18 atoms, in Å:
H (-2.23218, -0.42006, -1.22495)  0.330
N (-1.47857, 0.02882, -1.74571)  -0.760
C (-0.34976, -0.24967, -1.22244)  0.572
N (0.79813, 0.19007, -1.78834)  -0.837
N (-0.08481, -1.03592, -0.12255)  -0.656
C (-1.04661, -1.96138, 0.43945)  -0.416
H (1.38665, 0.67547, -1.11403)  0.397
H (0.56559, 0.82123, -2.54937)  0.393
H (0.84079, -1.44905, -0.20262)  0.393
H (-0.65987, -2.35059, 1.38580)  0.212
H (-1.21860, -2.80034, -0.23986)  0.192
H (-1.99676, -1.46374, 0.65111)  0.205
N (0.25634, 1.41627, 1.36730)  -0.742
N (1.60105, 1.90328, 1.18007)  -0.711
H (0.13213, 0.39693, 1.03998)  0.378
H (-0.42894, 1.99712, 0.86983)  0.351
H (2.24574, 1.41515, 1.81090)  0.346
H (1.66969, 2.88642, 1.46544)  0.352

## Properties
**Energy relative to the best compared isomer or geometry (same formula, charge and spin)**: 1.695 eV
**HOMO level**: -7.731 eV
**Gap between HOMO and LUMO**: 8.6 eV
**Structure (SMILES)**: [H]/N=C(/N)NC.NN

=====

8.
DFT (the ωB97M-V functional and the def2-TZVPD basis) results for C2H11NO2 as an isolated structure at a distorted geometry.

Each line ends with the natural charge from an NBO analysis.
Positions of all 16 atoms, in Å:
C (-1.39218, -1.07046, 0.17434)  -0.631
C (-1.47713, 0.35893, -0.21007)  -0.215
N (-0.13733, 1.14223, -0.20365)  -0.865
H (-0.92981, -1.73863, -0.64428)  0.209
H (-2.42749, -1.46714, 0.28692)  0.218
H (-0.87635, -1.04872, 1.16716)  0.229
H (-2.16443, 0.74849, 0.59005)  0.199
H (-1.99101, 0.43949, -1.20477)  0.189
H (0.43842, 0.95648, -1.06447)  0.442
H (-0.09942, 2.04561, 0.29664)  0.415
H (0.60323, 0.45427, 0.70593)  0.481
H (1.63635, -0.71608, 1.86646)  0.482
O (1.44550, 0.04286, 1.33322)  -1.139
H (2.24672, 0.14769, -0.33684)  0.500
H (2.76189, -0.57704, -1.48884)  0.466
O (2.36304, 0.28202, -1.26780)  -0.979

## Properties
**Energy relative to the best compared isomer or geometry (same formula, charge and spin)**: 1.437 eV
**HOMO level**: -9.697 eV
**Gap between HOMO and LUMO**: 10.6 eV

=====

9.
DFT (the ωB97M-V functional and the def2-TZVPD basis) results for a 4-piece molecular cluster, C2H11NO3 overall at a distorted geometry.

Each line ends with the natural charge from an NBO analysis.
Positions of all 17 atoms, in Å:
C (2.40073, -0.28465, 0.49952)  -0.440
C (0.05037, -0.53076, 0.15684)  -0.215
N (1.25047, -0.92492, -0.02213)  -0.512
H (2.82310, -0.95095, 1.25970)  0.189
H (2.32186, 0.77308, 0.82689)  0.161
H (3.18671, -0.11344, -0.25159)  0.186
H (-0.80992, -0.97859, -0.32416)  0.171
H (-0.23295, 0.44733, 0.56994)  0.129
H (1.00540, 0.10889, -3.75940)  0.464
H (1.62926, -0.46192, -2.42649)  0.498
O (1.76860, 0.03331, -3.24269)  -0.975
H (-2.30045, -1.74792, 1.18124)  0.337
H (-3.79609, -1.51800, 1.46018)  0.369
O (-2.95704, -1.03960, 1.33237)  -1.336
H (-1.82289, 2.02112, 1.53713)  0.478
H (-2.58984, 2.41853, 0.29265)  0.466
O (-1.92732, 2.74848, 0.90999)  -0.971

## Properties
**<S²>**: 0.751
**Energy relative to the best compared isomer or geometry (same formula, charge and spin)**: 0.745 eV
**Net charge**: -1
**HOMO level (alpha / beta)**: 0.629 / -5.817 eV
**Gap between HOMO and LUMO (alpha / beta)**: 3.0 / 9.4 eV
**2S+1**: 2

=====

10.
DFT (the ωB97M-V functional and the def2-TZVPD basis) results for a 3-piece molecular cluster, C2H11NO3 overall at a distorted geometry.

Each line ends with the natural charge from an NBO analysis.
Positions of all 17 atoms, in Å:
C (-0.93298, -1.73888, -2.37115)  -0.443
N (-0.16895, -0.51121, -2.30409)  -0.673
C (-0.56175, 0.69215, -1.63807)  0.046
O (-0.97844, 0.35350, -0.29210)  -0.774
H (-1.99551, -1.41800, -2.63879)  0.193
H (-0.58773, -2.40770, -3.21999)  0.188
H (-0.97654, -2.37502, -1.29269)  0.166
H (0.77325, -0.69265, -2.06000)  0.350
H (-1.42249, 1.20872, -2.02409)  0.155
H (0.17036, 1.50841, -1.53642)  0.168
H (-0.16260, 0.01650, 0.21582)  0.463
H (-1.07190, -0.19081, 2.80468)  0.409
H (-0.44251, 1.06806, 3.55111)  0.374
O (-0.35509, 0.44848, 2.87542)  -1.421
H (2.44518, 1.78246, 3.71142)  0.411
H (3.15589, 0.65265, 3.21227)  0.430
O (3.11182, 1.60335, 3.00666)  -1.041

## Properties
**<S²>**: 0.750
**Energy relative to the best compared isomer or geometry (same formula, charge and spin)**: 1.189 eV
**Net charge**: -1
**HOMO level (alpha / beta)**: 0.906 / -6.008 eV
**Gap between HOMO and LUMO (alpha / beta)**: 2.6 / 9.4 eV
**2S+1**: 2

=====

11.
DFT (the ωB97M-V functional and the def2-TZVPD basis) results for a 4-piece molecular cluster, C2H11NO3 overall at a distorted geometry.

Each line ends with the natural charge from an NBO analysis.
Positions of all 17 atoms, in Å:
C (3.01793, -0.36922, 2.12594)  -0.454
C (2.50932, 0.60723, 1.27973)  0.004
N (1.16278, 0.63990, 0.73466)  -0.876
H (2.51211, -1.29066, 2.34902)  0.195
H (4.02105, -0.32814, 2.47526)  0.203
H (3.00696, 1.52340, 1.09819)  0.182
H (0.74273, -0.24150, 0.72654)  0.368
H (0.45343, 1.28486, 1.13728)  0.383
O (0.71544, 0.98984, -2.57368)  -0.963
H (1.06103, 1.31250, -1.72593)  0.490
H (0.71813, 1.74910, -3.15208)  0.472
O (-1.92995, -0.51836, -1.81161)  -0.977
H (-1.05804, -0.06559, -1.69961)  0.495
H (-2.00595, -0.72795, -2.84647)  0.478
O (-4.17223, -1.27339, 1.20551)  -0.946
H (-3.87181, -0.61727, 0.55363)  0.478
H (-3.78870, -2.09087, 0.94581)  0.468

## Properties
**Energy relative to the best compared isomer or geometry (same formula, charge and spin)**: 1.321 eV
**HOMO level**: -9.089 eV
**Gap between HOMO and LUMO**: 9.7 eV
**Structure (SMILES)**: C=CN.O.O.O

=====

12.
DFT (the ωB97M-V functional and the def2-TZVPD basis) results for a 3-piece molecular cluster, C2H11NO3 overall at a distorted geometry.

Each line ends with the natural charge from an NBO analysis.
Positions of all 17 atoms, in Å:
N (0.52948, -0.31573, -1.75749)  -0.849
C (-0.81656, -0.01221, -0.97563)  -0.246
C (-0.86601, -1.03722, 0.20188)  -0.098
O (-1.75274, -0.66756, 1.23910)  -0.722
H (0.55019, -1.28514, -1.77648)  0.352
H (0.42464, -0.03279, -2.72419)  0.366
H (-0.87059, 1.03371, -0.67562)  0.189
H (-1.68238, -0.28767, -1.63155)  0.192
H (-1.22149, -1.91633, -0.36169)  0.163
H (0.01236, -1.38521, 0.76751)  0.193
H (-1.23835, -0.08937, 1.75412)  0.485
O (0.18733, 1.20889, 2.31571)  -0.926
H (0.33508, 1.30220, 1.37429)  0.475
H (-0.25417, 2.11612, 2.36459)  0.464
O (2.17545, 0.71915, 0.25149)  -0.996
H (2.91172, 0.15261, 0.14554)  0.467
H (1.57602, 0.49656, -0.51158)  0.491

## Properties
**Energy relative to the best compared isomer or geometry (same formula, charge and spin)**: 1.176 eV
**HOMO level**: -10.328 eV
**Gap between HOMO and LUMO**: 11.1 eV
**Structure (SMILES)**: NCCO.O.O

=====

Q: Number 11 is which compound?
A: C2H11NO3